[1]
# C8H10N4

The molecule C8H10N4 (ωB97M-V/def2-TZVPD, the OMol25 dataset).

Its total charge is 0. As for the multiplicity: 1. The value obtained for the HOMO energy is -10.2191 eV. The calculation puts the energy above the lowest of the compared OMol25 structures with the same formula, charge and spin at 3.839 eV. The SMILES is CC(C)[C@@H]1CN=NC1(C#N)C#N.

Last column: Löwdin charge in e.
Element x y z (Å)
N (2.47772, -2.44632, 0.36831)  0.031
N (0.59332, -1.21414, -3.55161)  0.220
N (2.19645, -2.78088, -0.78278)  0.085
N (-0.61219, -4.43638, -0.89802)  0.188
C (-1.01238, 0.30316, -1.46558)  -0.052
C (-0.12707, 1.21629, 0.64303)  -0.074
C (0.17003, 0.30432, -0.49958)  -0.402
C (0.85710, -2.29309, -1.24902)  -0.320
C (-0.01087, -3.49058, -1.13274)  -0.155
C (0.45954, -1.08918, 0.02041)  -0.092
C (0.76320, -1.73215, -2.53395)  -0.199
C (1.64035, -1.45862, 0.97242)  -0.133
H (1.45337, -1.89276, 1.89913)  0.104
H (1.00896, 0.73508, -1.01952)  0.138
H (-1.12848, -0.66542, -1.91340)  0.057
H (-1.90175, 0.57594, -1.00069)  0.069
H (-0.85012, 0.89049, 1.26312)  0.041
H (-0.40851, -1.43969, 0.41043)  0.099
H (0.83977, 1.34607, 1.14298)  0.083
H (2.32709, -0.61650, 1.05912)  0.128
H (-0.50127, 2.29172, 0.39121)  0.132
H (-0.85503, 0.94504, -2.23073)  0.053

=====

[2]
# C8H10NO3

A cluster of 2 separate species, C8H10NO3 in total (ωB97M-V/def2-TZVPD, the OMol25 dataset).

Its total charge is +1. As for the multiplicity: 3. The value obtained for the HOMO energy (alpha / beta) is -9.3585 / -13.0188 eV.

Last column: Mulliken spin population.
Element x y z (Å)
O (-0.74243, -2.48683, -1.23620)  0.009
O (-3.33103, 0.57740, 2.05972)  0.139
O (0.23950, -0.62900, -1.72736)  0.028
N (2.06503, 1.21417, -1.49589)  0.013
C (-0.41683, -1.05473, 0.68522)  0.061
C (1.24435, 1.23146, 1.48916)  0.369
C (1.77127, -0.10285, 1.61519)  0.049
C (-2.23386, 0.40043, 1.73195)  0.151
C (-0.12495, 1.39498, 1.37870)  0.485
C (-0.23412, -1.33792, -0.84957)  0.029
C (0.98564, -1.15809, 1.22667)  0.479
C (-1.02768, 0.26406, 1.16220)  0.077
H (2.72399, -0.19253, 2.03097)  0.026
H (-0.54384, 2.29884, 1.35817)  0.044
H (1.42923, -2.15475, 1.43391)  0.004
H (2.25749, 1.22656, -0.54806)  0.008
H (-0.89335, -1.99282, 1.16283)  0.027
H (-0.66020, -2.83272, -2.19288)  0.001
H (2.77042, 0.98763, -2.23085)  -0.005
H (1.15962, 0.54286, -1.75720)  -0.008
H (1.78614, 2.12040, 1.78578)  0.010
H (1.61005, 2.02860, -1.88575)  0.002

=====

[3]
# C8H10NO3P

A cluster of 2 separate species, C8H10NO3P in total (ωB97M-V/def2-TZVPD, the OMol25 dataset).

Its total charge is -2. As for the multiplicity: 1. The value obtained for the HOMO energy is 0.6204 eV. The calculation puts the energy above the lowest of the compared OMol25 structures with the same formula, charge and spin at 0.571 eV.

Last column: Löwdin charge in e.
Element x y z (Å)
P (-0.45529, 2.81447, 3.02129)  0.194
O (-1.28469, 1.74258, 3.60186)  -0.404
O (-1.12417, 3.98173, 2.41633)  -0.405
O (0.96353, 2.92672, 3.46172)  -0.416
N (-0.10615, 1.82526, -0.03254)  -0.063
C (-1.21311, -0.26184, 0.05676)  -0.055
C (0.83678, -1.48238, -1.29445)  -0.129
C (-0.27960, -2.24084, -0.97623)  -0.414
C (-0.06907, 0.57608, -0.24170)  -0.401
C (0.97619, -0.17464, -0.88473)  -0.075
C (-0.25086, -3.67033, -1.30248)  -0.148
C (-1.27113, -1.57650, -0.27088)  -0.134
C (1.01262, 2.63093, -0.21085)  -0.242
H (-2.09439, -2.26129, 0.06190)  0.103
H (-1.27018, -3.86178, -1.70830)  0.058
H (-2.07435, 0.17450, 0.59738)  0.099
H (0.05636, -4.29661, -0.43991)  0.058
H (1.41801, 2.64438, -1.20288)  0.043
H (1.71611, -1.93880, -1.90369)  0.111
H (1.66499, 2.49685, 0.61377)  0.044
H (0.33911, -4.13108, -2.17751)  0.073
H (1.72437, 0.37587, -1.30062)  0.029
H (0.78491, 3.70674, 0.11579)  0.075

=====

[4]
# C8H10NO3S2

The ion C8H10NO3S2 with charge -1 (ωB97M-V/def2-TZVPD, the OMol25 dataset).

Its total charge is -1. As for the multiplicity: 1. The value obtained for the HOMO energy is -4.6388 eV. The calculation puts the energy above the lowest of the compared OMol25 structures with the same formula, charge and spin at 0.000 eV. The SMILES is CS[C@]1(C(=O)[O-])CSC[C@H]2CC(=O)N21.

Last column: Löwdin charge in e.
Element x y z (Å)
S (-1.77377, 2.24202, 0.11401)  0.873
S (2.28499, 0.74288, 1.10103)  0.845
O (1.50926, 2.25799, -1.66265)  -0.005
O (0.26991, 0.38613, -2.00208)  -0.021
O (0.96817, -2.29615, -0.59168)  0.064
N (-0.04188, -0.38343, 0.38808)  -0.017
C (-1.40710, -1.89119, -0.07053)  0.021
C (-2.23172, 0.63254, -0.51376)  -0.437
C (-0.23160, 1.81959, 1.01877)  -0.467
C (3.30032, -0.42177, 0.09491)  -0.348
C (0.65689, 0.94715, 0.18946)  -0.577
C (-1.47764, -0.36460, 0.39663)  -0.309
C (0.07359, -1.61345, -0.15895)  -0.486
C (0.88739, 1.25537, -1.37132)  -0.733
H (0.35239, 2.70363, 1.16418)  0.068
H (3.84201, 0.21621, -0.66838)  0.059
H (-1.65386, -2.02266, -1.08760)  0.103
H (-0.41419, 1.38495, 1.97445)  0.068
H (-1.99875, 0.63832, -1.58391)  0.068
H (3.98425, -0.81452, 0.78162)  -0.005
H (-1.83799, -2.65022, 0.57130)  0.104
H (-1.91203, -0.16331, 1.33799)  0.110
H (-3.31146, 0.67874, -0.39967)  0.057
H (2.64629, -1.10638, -0.29952)  -0.037

=====

[5]
# C8H10O

The molecule C8H10O (ωB97M-V/def2-TZVPD, the OMol25 dataset).

Its total charge is 0. As for the multiplicity: 1. The value obtained for the HOMO energy is -8.7487 eV. The calculation puts the energy above the lowest of the compared OMol25 structures with the same formula, charge and spin at 3.467 eV. The SMILES is CC1=C=CC(=O)C[C@H]1C.

Last column: Löwdin charge in e.
Element x y z (Å)
O (-2.55420, -1.64249, -1.97147)  0.104
C (-0.84907, 1.60729, 1.31745)  -0.005
C (-1.22245, 0.32853, -2.18212)  -0.003
C (-0.74361, 1.08593, -1.22220)  0.021
C (-0.77955, -1.40009, -0.45214)  -0.079
C (1.65797, -0.62533, -0.48458)  -0.024
C (0.26442, -0.41973, 0.12431)  -0.330
C (-0.40831, 0.90697, 0.02332)  -0.267
C (-1.71347, -0.93291, -1.52211)  -0.435
H (0.38998, -0.59846, 1.22102)  0.144
H (-1.06164, 0.34301, -3.31227)  0.137
H (1.64047, -0.36554, -1.53189)  0.091
H (-0.24654, -2.27322, -0.89224)  0.138
H (-1.28852, 0.71270, 1.92497)  0.126
H (-1.46142, 2.44616, 1.03018)  0.078
H (2.31467, 0.02383, -0.01497)  0.064
H (1.90255, -1.58109, -0.35916)  0.035
H (0.02352, 1.84366, 1.81234)  0.043
H (-1.45655, -1.84316, 0.38388)  0.162

=====

[6]
# C8H10O

The molecule C8H10O (ωB97M-V/def2-TZVPD, the OMol25 dataset).

Its total charge is 0. As for the multiplicity: 1. The value obtained for the HOMO energy is -7.6887 eV. The calculation puts the energy above the lowest of the compared OMol25 structures with the same formula, charge and spin at 4.522 eV. The SMILES is C=C=C/C=C\C=C\OC.

Last column: Löwdin charge in e.
Element x y z (Å)
O (2.50731, 0.13289, -0.08712)  -0.148
C (-0.31559, -2.27774, -0.18954)  -0.115
C (-2.37408, 0.58542, 0.01957)  -0.068
C (-1.51823, -1.67249, -0.00706)  -0.134
C (2.96234, 1.51485, 0.11605)  -0.037
C (-3.13652, 1.56356, -0.42730)  0.011
C (1.22179, -0.23744, 0.02488)  -0.167
C (-1.62598, -0.35635, 0.54805)  -0.172
C (0.96191, -1.56978, -0.01922)  -0.090
H (2.12327, 2.22264, 0.27191)  0.097
H (-2.51103, -2.24644, -0.17606)  0.135
H (-3.99881, 1.78145, 0.07993)  0.019
H (0.53723, 0.60301, -0.14001)  0.117
H (3.59432, 1.52828, 1.02193)  0.084
H (-0.08576, -3.28312, -0.70120)  0.125
H (-1.19543, -0.15391, 1.44508)  0.091
H (-2.76947, 2.34678, -1.10850)  0.064
H (3.73503, 1.69544, -0.60616)  0.075
H (1.88770, -2.17704, -0.06524)  0.113

=====

[7]
# C8H10O

A structure of composition C8H10O (ωB97M-V/def2-TZVPD, the OMol25 dataset).

Its total charge is 0. As for the multiplicity: 1. The value obtained for the HOMO energy is -8.2167 eV. The calculation puts the energy above the lowest of the compared OMol25 structures with the same formula, charge and spin at 6.954 eV.

Last column: Löwdin charge in e.
Element x y z (Å)
O (0.06116, -2.02252, -0.06823)  0.083
C (2.58862, -0.71553, 0.00570)  -0.061
C (1.27374, 0.00326, 0.01705)  -0.211
C (-1.16688, 1.35610, -0.00336)  -0.094
C (-2.50798, -0.81248, 0.00092)  0.007
C (1.17001, 1.43703, -0.00522)  -0.083
C (0.01448, 2.10114, -0.09065)  -0.161
C (-0.02429, -0.69507, 0.06779)  -0.211
C (-1.28015, 0.02795, -0.01894)  -0.277
H (-2.33208, 2.34054, 0.01476)  0.217
H (-3.11171, 0.02489, -0.00071)  0.045
H (-0.38317, 3.06213, 0.09538)  0.071
H (-0.83013, -2.22404, -0.06184)  0.038
H (-2.36396, -1.31077, 1.25046)  0.221
H (2.43632, -1.96407, -0.21478)  0.154
H (3.31888, -0.37933, 1.03515)  0.170
H (2.84864, -0.38533, -0.85152)  -0.030
H (2.17641, 2.11644, 0.14743)  0.163
H (-2.65377, -1.31467, -0.70836)  -0.044

=====

[8]
# C8H10O

The molecule C8H10O (ωB97M-V/def2-TZVPD, the OMol25 dataset).

Its total charge is 0. As for the multiplicity: 1. The value obtained for the HOMO energy is -9.4500 eV. The calculation puts the energy above the lowest of the compared OMol25 structures with the same formula, charge and spin at 3.326 eV. The SMILES is C[C@]12C[C@@H]1CC=CC2=O.

Last column: Löwdin charge in e.
Element x y z (Å)
O (-1.19166, 2.16824, -1.21211)  0.089
C (-1.39740, 0.89519, 0.79476)  0.001
C (1.10269, 0.33738, 0.20132)  -0.183
C (0.04505, 0.09456, -0.86480)  -0.438
C (1.54427, 0.30941, -1.31255)  0.029
C (-0.53245, -1.30514, -1.05069)  -0.021
C (-0.88209, 1.14395, -0.60485)  -0.379
C (0.62397, -0.46525, 1.45768)  -0.134
C (-0.76393, 0.10205, 1.69836)  -0.061
H (0.27649, -2.15499, -0.90094)  0.132
H (1.17063, 1.37545, 0.50107)  0.133
H (1.33279, -0.40521, 2.34835)  0.125
H (-0.85590, -1.17548, -2.07556)  0.086
H (1.74226, 1.34549, -1.71923)  0.118
H (2.06160, -0.58625, -1.83247)  0.122
H (-1.39101, -1.46004, -0.40894)  0.078
H (-2.31612, 1.26768, 1.10694)  0.088
H (0.62214, -1.54979, 1.17687)  0.108
H (-1.19132, 0.06275, 2.69681)  0.105

=====

[9]
# C8H10O2

A cluster of 2 separate species, C8H10O2 in total (ωB97M-V/def2-TZVPD, the OMol25 dataset).

Its total charge is 0. As for the multiplicity: 1. The value obtained for the HOMO energy is -8.4428 eV. The calculation puts the energy above the lowest of the compared OMol25 structures with the same formula, charge and spin at 6.670 eV. The SMILES is CC(C)=C=C=O.C#COC.

Last column: Löwdin charge in e.
Element x y z (Å)
O (-1.04606, 1.53447, -2.34009)  0.124
O (-2.09669, -0.97203, 0.25569)  -0.066
C (-1.89189, -0.47832, 1.39664)  -0.291
C (1.73063, 0.41138, -0.14169)  -0.335
C (-1.64088, 0.24289, 2.33498)  0.116
C (1.77902, -0.37355, 1.06133)  -0.084
C (-0.23611, 1.22786, -1.55786)  -0.235
C (-3.19841, -0.54574, -0.54188)  -0.030
C (2.93873, 0.17024, -1.08724)  -0.050
C (0.60816, 0.85721, -0.70281)  0.006
H (2.61796, -0.63477, -1.86750)  0.128
H (-1.43882, 0.57363, 3.28272)  -0.001
H (0.83419, -0.11224, 1.70893)  0.093
H (3.80367, -0.00509, -0.44715)  0.064
H (3.16447, 1.10625, -1.62885)  0.080
H (1.94895, -1.38109, 0.75925)  0.082
H (2.64165, -0.11294, 1.84562)  0.131
H (-4.16042, -0.51358, -0.01473)  0.102
H (-3.33073, -1.35741, -1.29851)  0.112
H (-3.02742, 0.36284, -1.01682)  0.056

=====

[10]
# C8H10O2S

A cluster of 2 separate species, C8H10O2S in total (ωB97M-V/def2-TZVPD, the OMol25 dataset).

Its total charge is 0. As for the multiplicity: 1. The value obtained for the HOMO energy is -8.5501 eV. The calculation puts the energy above the lowest of the compared OMol25 structures with the same formula, charge and spin at 3.102 eV.

Last column: Löwdin charge in e.
Element x y z (Å)
S (-0.31583, -0.49214, 1.89624)  0.925
O (1.29684, 2.51683, 1.03949)  -0.036
O (-0.81323, -1.65963, 2.64754)  -0.546
C (-1.14349, 0.10908, -2.11261)  -0.083
C (1.64207, -0.51222, 1.47630)  -0.160
C (1.83071, 3.57983, 1.30216)  -0.091
C (-0.63250, 0.29970, -0.85455)  -0.106
C (-0.82697, -0.66540, 0.09920)  -0.351
C (-1.38088, -1.92821, -0.24936)  -0.035
C (-1.69501, -2.16970, -1.62060)  -0.067
C (-1.51501, -1.15765, -2.51786)  -0.111
H (-1.36592, -2.55408, 0.52688)  0.042
H (-1.76642, -1.47656, -3.49595)  0.093
H (-1.91717, -3.14289, -2.04431)  0.104
H (1.97174, -1.23243, 0.77477)  0.032
H (1.96029, -0.45261, 2.51002)  0.028
H (-0.02485, 1.16937, -0.62376)  0.095
H (2.61419, 4.12040, 0.80345)  0.069
H (1.81216, 0.48577, 1.04874)  -0.001
H (-1.28788, 0.93485, -2.79415)  0.106
H (1.55717, 4.22768, 2.18837)  0.094

=====

[11]
# C8H10O3

A cluster of 3 separate species, C8H10O3 in total (ωB97M-V/def2-TZVPD, the OMol25 dataset).

Its total charge is 0. As for the multiplicity: 1. The value obtained for the HOMO energy is -8.5889 eV. The calculation puts the energy above the lowest of the compared OMol25 structures with the same formula, charge and spin at 8.455 eV.

Last column: Löwdin charge in e.
Element x y z (Å)
O (2.44062, -0.15444, -0.29256)  -0.364
O (1.05486, 1.95774, -0.16763)  0.043
O (-3.59012, -1.13623, 0.18049)  -0.114
C (-0.09686, 1.26216, -0.22659)  -0.366
C (1.22238, -0.60114, -0.90447)  -0.210
C (-2.58171, 1.17068, 0.18581)  0.010
C (-0.02284, -0.15276, -0.17054)  -0.163
C (2.51472, -0.86833, 1.01262)  -0.086
C (-2.49748, -0.14267, -0.06710)  -0.296
C (-1.24167, 1.83818, 0.16265)  0.002
C (-1.23869, -0.85038, -0.12612)  0.027
H (-3.51136, 1.73312, 0.41158)  0.126
H (-1.30063, -1.98476, -0.26548)  0.142
H (1.39035, -0.14457, -1.95433)  0.157
H (1.55123, -1.18577, 1.57823)  0.080
H (1.81680, 1.38808, -0.38763)  0.064
H (-0.82388, 2.91299, 0.65822)  0.190
H (-3.51651, -1.79846, -0.75294)  0.202
H (1.47782, -1.74086, -1.25993)  0.172
H (3.10247, 0.40893, 1.39847)  0.188
H (3.85050, -1.91151, 0.98724)  0.196

=====

[12]
# C8H10O3S

The molecule C8H10O3S (ωB97M-V/def2-TZVPD, the OMol25 dataset).

Its total charge is 0. As for the multiplicity: 1. The value obtained for the HOMO energy is -8.3022 eV. The calculation puts the energy above the lowest of the compared OMol25 structures with the same formula, charge and spin at 0.207 eV.

Last column: Löwdin charge in e.
Element x y z (Å)
S (-1.25095, -1.49602, -1.16364)  0.984
O (-0.44978, 1.83699, 0.53343)  -0.001
O (1.11135, -0.32561, 1.64671)  0.000
O (-0.90617, -2.02218, -2.46022)  -0.500
C (0.67547, -3.09733, 0.15395)  -0.049
C (0.27286, -0.48686, 0.59861)  -0.226
C (0.66028, 2.06958, 1.38413)  -0.151
C (-0.44683, 0.62430, -0.08934)  -0.259
C (-1.22219, 0.34909, -1.13371)  -0.299
C (0.14232, -1.67857, -0.09494)  -0.341
C (-1.99025, 1.30053, -1.94021)  -0.047
C (1.65429, 0.96592, 1.62152)  -0.178
H (2.31785, 1.04439, 2.52269)  0.146
H (0.05777, -3.39972, 1.03046)  0.091
H (1.01443, 3.09124, 1.15142)  0.140
H (-2.98553, 1.33046, -1.80197)  0.041
H (-1.82494, 1.03458, -2.98378)  0.094
H (-1.65171, 2.29973, -1.71148)  0.090
H (1.69615, -2.99643, 0.36416)  0.050
H (0.35208, -3.64176, -0.88237)  0.128
H (2.50990, 0.93612, 0.84318)  0.154
H (0.26359, 2.26156, 2.41140)  0.134

=====

- Among the records above, which one has the highest multiplicity?
  C8H10NO3

=====

- Number 11 is which compound?
  C8H10O3

=====

- Look up the multiplicity of the fifth one.
  1